C19H22FNO4S2 | wB97M-V/def2-TZVPD

Atoms and positions in Å:
1 O 0.7104 5.2805 -1.8115
2 O -3.0451 -0.8436 2.1144
3 O -2.3058 -2.9259 1.0638
4 F 5.6196 -0.6811 2.8376
5 O -0.5584 3.3964 -1.9798
6 S -3.4644 0.6394 -0.7469
7 C 0.5698 4.0877 -1.6241
8 C -3.1264 0.5910 -2.4525
9 C -2.3120 -0.4437 -2.8003
10 C -1.9333 -1.2582 -1.6589
11 C -2.4571 -0.7909 -0.5003
12 C 3.8711 -1.5929 1.6332
13 C 3.4546 -0.5571 3.7380
14 C 2.4864 -1.8608 1.5077
15 C 2.0850 -0.8259 3.6589
16 C 4.3282 -0.9266 2.7234
17 C 1.6105 -1.5236 2.5504
18 N -0.5442 -0.9316 1.4736
19 C 0.1101 -1.8135 2.4542
20 C -0.4633 0.5319 1.7337
21 C 1.7770 1.7461 -1.1979
22 C 1.7358 3.5734 0.6188
23 C 0.6516 0.9782 -0.4763
24 C 0.6105 2.7979 1.2964
25 C 1.7546 3.2998 -0.9246
26 C 0.6706 1.2641 1.0541
27 S -2.1587 -1.4763 1.1206
28 H -0.4279 2.4620 -1.7837
29 H -3.4778 1.3127 -3.1523
30 H -2.0475 -0.6206 -3.8254
31 H -1.2578 -2.1190 -1.6821
32 H 4.5585 -1.8471 0.8155
33 H 3.8225 -0.0153 4.5930
34 H 2.0152 -2.3356 0.6881
35 H 1.4104 -0.5997 4.4885
36 H 0.0458 -2.8871 2.1634
37 H -0.3547 -1.7310 3.4391
38 H -1.3771 1.0019 1.3719
39 H -0.4207 0.7315 2.7995
40 H 2.7567 1.4091 -0.8680
41 H 1.7364 1.4840 -2.2588
42 H 1.5491 4.6799 0.8319
43 H 2.7104 3.2948 1.0685
44 H 0.8304 -0.0795 -0.6879
45 H -0.3187 1.1852 -0.8876
46 H 0.5961 2.9995 2.3502
47 H -0.3621 3.1806 0.9847
48 H 2.6315 3.7855 -1.3528
49 H 1.6338 0.9026 1.4286

Cartesian forces, eV/Å:
O -0.91 -1.68 0.03
O 1.14 -0.23 -1.85
O 1.40 1.59 -0.48
F 0.98 0.34 0.16
O 0.76 1.02 0.01
S 0.73 -0.75 -0.46
C 1.18 0.53 0.49
C 0.53 -0.63 0.90
C -0.11 -0.44 1.14
C 0.27 0.20 -0.76
C -0.45 0.72 0.38
C -1.22 -0.71 -2.10
C -0.40 0.46 0.40
C 0.46 0.66 1.89
C 0.83 -0.65 -0.22
C -1.31 -0.05 0.93
C -0.46 0.59 -0.14
N -0.98 -0.93 -0.85
C 0.92 -0.83 -0.17
C -0.44 -0.09 0.03
C -0.40 1.06 0.15
C -0.40 0.88 -0.19
C 1.68 -0.08 0.76
C -0.34 -0.84 -0.19
C -1.04 -0.33 -0.19
C 0.52 0.10 -1.33
S -1.40 0.24 2.26
H 0.01 0.05 -0.01
H -0.47 0.49 -0.04
H 0.25 -0.19 -0.14
H -0.36 0.32 -0.11
H -0.27 0.03 0.46
H 0.27 0.02 0.15
H 0.16 -0.51 -1.03
H 0.30 0.15 -0.29
H -0.47 0.84 -0.14
H 0.03 0.13 0.11
H -0.23 -0.13 0.08
H -0.13 -0.16 0.39
H 0.04 -0.26 0.27
H 0.01 0.40 -0.11
H 0.50 -1.36 -0.48
H -0.42 0.13 -0.34
H -0.18 -0.03 0.27
H -0.74 0.01 -0.05
H 0.30 0.03 0.78
H -0.16 0.00 -0.43
H 0.04 -0.16 0.01
H 0.00 0.01 0.02

Summary:
- net charge = 0
- HOMO level (eV) = -9.553
- spin multiplicity = 1
- LUMO (eV) = 0.1
- relative energy (zero: lowest compared OMol25 entry of this formula, charge and spin) (eV) = 0.000
- gap between HOMO and LUMO (eV) = 9.628
- SMILES = O=C(O)[C@H]1CC[C@@H](CN(Cc2ccc(F)cc2)S(=O)(=O)c2cccs2)CC1